1.
# C6H18BrNaO8PS

A molecular structure, C6H18BrNaO8PS in a non-equilibrium geometry (the ωB97M-V functional and the def2-TZVPD basis, the OMol25 dataset).

Structure (ORCA input):
```
! wB97M-V def2-TZVPD RIJCOSX def2/J DEFGRID3
* xyz -1 1
Na 0.83 1.66 1.70
Br 2.67 2.68 -0.22
O -1.05 2.75 2.55
H -1.84 2.92 2.04
O -2.91 1.99 -0.81
S -1.49 2.05 -1.06
O -0.60 1.17 -0.36
O -1.21 1.88 -2.65
C -2.26 2.13 -3.57
C -1.93 1.47 -4.89
C -0.95 3.75 -0.85
H -2.30 3.22 -3.71
H -3.26 1.80 -3.28
H -1.67 0.42 -4.73
H -1.13 2.02 -5.39
H -2.76 1.42 -5.61
H -1.48 4.34 -1.59
H 0.13 3.82 -1.02
H -1.18 3.99 0.18
C 2.56 -2.23 3.76
O 2.50 -2.58 2.37
P 1.32 -2.01 1.46
O 0.94 -0.63 1.77
O 1.80 -2.29 -0.02
C 2.70 -3.36 -0.31
O 0.13 -3.11 1.60
C -0.79 -3.00 2.66
H 2.13 -1.25 3.96
H 3.60 -2.34 4.06
H 1.91 -2.91 4.33
H 2.29 -3.90 -1.17
H 2.93 -3.99 0.54
H 3.65 -2.94 -0.64
H -0.80 -3.89 3.30
H -1.82 -2.93 2.27
H -0.65 -2.14 3.31
*
```

Summary:
highest occupied orbital energy: -3.592 eV
total energy: -4317.380533 Ha
Kohn-Sham gap: 0.214 Eh

2.
# C3H37O16Y

A molecular structure, C3H37O16Y in a non-equilibrium geometry (the ωB97M-V functional and the def2-TZVPD basis, the OMol25 dataset).

Structure (ORCA input):
```
! wB97M-V def2-TZVPD RIJCOSX def2/J DEFGRID3
* xyz 2 1
Y 7.08 -1.49 0.71
C 0.09 -0.32 1.62
C 0.82 -0.21 0.35
C 0.31 0.81 -0.65
O 2.17 -0.11 0.55
H -0.89 -0.76 1.45
H -0.08 0.64 2.09
H 0.50 -1.06 2.32
H 0.68 -1.16 -0.17
H 0.43 0.40 -1.65
H 0.77 1.80 -0.66
H -0.74 1.08 -0.52
O -1.40 -0.35 -7.06
H -2.12 -0.15 -7.66
H -0.61 -0.26 -7.60
O -2.49 6.46 -2.59
H -1.88 7.10 -2.21
H -2.00 6.04 -3.29
O -0.86 -0.74 8.09
H -1.45 -0.53 8.80
H -1.21 -1.54 7.70
O -3.29 4.64 3.47
H -3.72 5.49 3.56
H -2.53 4.82 2.91
O 5.44 -2.52 4.57
H 4.50 -2.65 4.66
H 5.75 -2.39 5.47
O -6.77 -4.17 3.06
H -6.43 -3.48 2.49
H -7.53 -3.78 3.49
O 4.82 -5.12 0.23
H 3.95 -5.15 -0.17
H 5.01 -6.03 0.45
O 4.89 -2.18 -3.77
H 3.99 -2.22 -3.46
H 4.89 -2.69 -4.58
O 7.07 2.08 3.37
H 7.45 2.16 4.24
H 6.43 2.79 3.31
O 4.81 5.97 -1.76
H 3.85 5.95 -1.72
H 5.01 6.63 -2.43
O 0.69 -6.24 -2.73
H 0.48 -7.00 -2.18
H 0.20 -6.38 -3.54
O -4.65 -2.07 -4.34
H -3.89 -1.52 -4.19
H -4.37 -2.70 -5.00
O -0.22 4.04 -5.89
H -0.31 3.72 -6.79
H 0.14 3.30 -5.41
O -5.27 0.38 5.04
H -4.82 1.18 4.77
H -4.60 -0.30 5.00
O -5.98 -0.24 -0.25
H -6.11 -0.62 -1.12
H -6.01 0.71 -0.39
*
```

Summary:
highest occupied orbital energy: -13.725 eV
total energy: -1377.667605 Ha
Kohn-Sham gap: 0.083 Eh

3.
# C4H9NO

A single C4H9NO molecule in a non-equilibrium geometry (the ωB97M-V functional and the def2-TZVPD basis, the OMol25 dataset).

Structure (ORCA input):
```
! wB97M-V def2-TZVPD RIJCOSX def2/J DEFGRID3
* xyz 0 1
C -2.70 -0.24 0.11
O -1.45 0.43 -0.33
N -0.52 -0.57 -0.34
C 0.68 -0.05 -0.14
C 1.14 1.35 -0.06
C 1.85 -1.04 -0.02
H -3.07 -1.10 -0.61
H -2.39 -0.65 1.19
H -3.44 0.49 0.14
H 2.31 1.34 -0.39
H 0.27 2.21 -0.57
H 1.13 1.82 1.05
H 2.67 -0.85 -0.67
H 2.22 -1.14 1.04
H 1.30 -2.01 -0.38
*
```

Summary:
structure (SMILES): CON=C(C)C
highest occupied orbital energy: -8.940 eV
total energy: -287.659451 Ha
Kohn-Sham gap: 0.366 Eh

4.
# C37H42BrFGe2IrN3O2Se2

A molecular structure, C37H42BrFGe2IrN3O2Se2 in a non-equilibrium geometry (the ωB97M-V functional and the def2-TZVPD basis, the OMol25 dataset).

Structure (ORCA input):
```
! wB97M-V def2-TZVPD RIJCOSX def2/J DEFGRID3
* xyz 2 5
Ir 1.05 -0.05 -0.02
Br -3.00 1.00 6.34
C -1.66 0.94 5.02
C -0.35 0.63 5.38
C 0.63 0.56 4.41
C 0.31 0.80 3.08
C -1.01 1.07 2.73
C -1.99 1.16 3.70
N 1.29 0.76 2.04
C 2.51 1.05 2.29
C 3.51 0.99 1.23
C 4.86 1.11 1.50
C 5.77 1.03 0.45
C 5.28 0.86 -0.83
C 3.91 0.74 -1.03
N 3.04 0.79 -0.02
H -0.11 0.43 6.42
H 1.64 0.28 4.70
H -1.26 1.18 1.68
H -3.02 1.37 3.43
H 2.83 1.37 3.28
H 5.19 1.26 2.52
H 6.83 1.11 0.64
H 5.95 0.81 -1.69
H 3.50 0.61 -2.02
C 2.95 6.04 0.42
Se 3.10 4.15 0.00
C 1.98 4.12 -1.59
C 0.53 4.41 -1.25
Se -0.03 3.19 0.17
C -1.89 3.77 0.23
H 3.04 6.62 -0.50
H 3.76 6.28 1.09
H 1.99 6.24 0.90
H 2.11 3.14 -2.04
H 2.37 4.87 -2.28
H -0.13 4.27 -2.11
H 0.39 5.43 -0.88
H -2.32 3.71 -0.77
H -1.93 4.80 0.59
H -2.42 3.12 0.92
O 2.58 -1.94 0.02
N 2.20 -2.41 1.08
O 1.18 -1.80 1.49
C -4.05 -2.49 -1.66
Ge -2.63 -1.20 -1.98
C -1.92 -1.37 -3.78
C -3.09 0.66 -1.56
Ge -0.79 -1.73 0.02
C -0.45 -3.57 -0.51
C -0.43 -3.94 -1.86
C -0.23 -5.26 -2.22
C -0.05 -6.23 -1.24
C -0.08 -5.87 0.10
C -0.28 -4.55 0.47
C -2.00 -1.68 1.57
C -1.64 -2.23 2.80
C -2.55 -2.26 3.85
C -3.83 -1.74 3.69
C -4.19 -1.18 2.47
C -3.29 -1.15 1.42
H -4.77 -2.36 -2.48
H -4.54 -2.32 -0.71
H -3.66 -3.50 -1.69
H -2.18 -0.47 -4.34
H -2.40 -2.23 -4.25
H -0.84 -1.51 -3.82
H -3.19 1.20 -2.51
H -2.32 1.14 -0.95
H -4.04 0.70 -1.03
H -0.55 -3.19 -2.64
H -0.21 -5.54 -3.27
H 0.11 -7.27 -1.52
H 0.07 -6.62 0.87
H -0.32 -4.29 1.52
H -0.64 -2.62 2.96
H -2.25 -2.69 4.80
H -4.53 -1.77 4.51
H -5.19 -0.77 2.34
H -3.59 -0.69 0.48
F 1.33 0.31 -6.10
C 1.17 0.18 -4.79
C 0.42 1.12 -4.11
C 0.26 0.98 -2.74
C 0.88 -0.07 -2.04
C 1.60 -1.03 -2.78
C 1.75 -0.91 -4.15
H -0.04 1.94 -4.66
H -0.35 1.70 -2.21
H 2.07 -1.87 -2.28
H 2.31 -1.64 -4.72
*
```

Summary:
highest occupied orbital energy (alpha / beta): -12.794 / -12.744 eV
total energy: -13484.034313 Ha
Kohn-Sham gap (alpha / beta): 0.244 / 0.134 Eh

5.
# C5H8N2

A single C5H8N2 molecule in a non-equilibrium geometry (the ωB97M-V functional and the def2-TZVPD basis, the OMol25 dataset).

Structure (ORCA input):
```
! wB97M-V def2-TZVPD RIJCOSX def2/J DEFGRID3
* xyz 0 1
C -2.45 -0.51 0.27
C -1.03 -0.11 0.01
C -0.65 1.07 -0.65
C 0.71 1.16 -0.47
N 1.07 0.03 0.18
C 2.40 -0.51 0.29
N 0.02 -0.76 0.47
H -3.15 0.12 -0.28
H -2.65 -0.36 1.34
H -2.65 -1.56 0.03
H -1.27 1.42 -1.45
H 1.45 1.93 -0.68
H 3.12 0.31 0.19
H 2.56 -1.23 -0.51
H 2.51 -1.00 1.26
*
```

Summary:
structure (SMILES): Cc1ccn(C)n1
highest occupied orbital energy: -8.903 eV
total energy: -304.802608 Ha
Kohn-Sham gap: 0.366 Eh